# 1
{
  "formula": "C29H28CrFN10O7",
  "method": "wB97M-V/def2-TZVPD",
  "symbols": ["Cr", "F", "O", "O", "O", "O", "O", "O", "O", "N", "N", "N", "N", "N", "N", "N", "N", "N", "N", "C", "C", "C", "C", "C", "C", "C", "C", "C", "C", "C", "C", "C", "C", "C", "C", "C", "C", "C", "C", "C", "C", "C", "C", "C", "C", "C", "C", "C", "H", "H", "H", "H", "H", "H", "H", "H", "H", "H", "H", "H", "H", "H", "H", "H", "H", "H", "H", "H", "H", "H", "H", "H", "H", "H", "H", "H"],
  "xyz": [[-0.46, 2.50, -0.23], [1.09, -3.03, 1.21], [-0.04, 1.23, -1.63], [-2.32, 2.64, -0.60], [2.95, -0.72, -3.25], [-1.44, -4.95, -0.98], [3.83, -2.82, 0.68], [-1.61, 5.78, 2.12], [-1.74, -0.22, -1.58], [3.57, 3.30, -1.83], [3.34, -1.81, -1.30], [-0.56, 3.99, 0.98], [-5.34, -1.04, 2.27], [1.16, -1.38, -1.99], [3.69, 4.12, 0.43], [1.75, 2.80, -0.26], [-5.12, -2.25, 2.22], [-1.06, 1.10, 1.07], [3.95, 1.75, -0.01], [-3.88, -2.50, 0.05], [2.99, -2.41, -0.09], [-5.15, 0.87, 0.84], [-2.98, -3.22, -0.71], [-4.14, -2.86, 1.37], [-3.10, 0.00, 1.77], [1.54, -2.46, 0.09], [4.37, 2.88, 0.82], [0.71, -1.98, -0.84], [2.15, 3.10, -1.69], [-3.08, 1.85, 0.11], [-0.67, 0.16, -2.00], [2.52, 1.59, 0.14], [-1.11, 4.88, 1.55], [-3.51, -3.98, 1.90], [2.51, -1.27, -2.26], [-0.73, -6.06, -0.46], [-4.46, 1.82, 0.08], [-0.36, 0.32, 1.86], [-4.51, -0.08, 1.61], [4.00, 4.39, -0.97], [-2.33, -0.79, 2.65], [-2.58, -4.70, 1.16], [-2.31, -4.31, -0.15], [-0.97, -0.64, 2.69], [2.26, 3.94, 0.57], [0.20, -0.73, -2.89], [4.25, 2.07, -1.41], [-2.42, 0.96, 1.01], [-4.38, -1.65, -0.40], [-4.99, 2.51, -0.56], [-0.35, -1.24, 3.34], [-0.15, -5.79, 0.42], [1.62, 4.01, -2.00], [-2.09, -5.56, 1.60], [0.79, -0.14, -3.59], [-6.23, 0.83, 0.80], [3.50, 5.31, -1.27], [5.45, 3.02, 0.71], [-0.06, -6.38, -1.25], [-1.42, -6.87, -0.21], [5.08, 4.53, -1.08], [-0.40, -1.47, -3.42], [4.33, -1.74, -1.49], [2.01, 3.74, 1.61], [5.32, 2.20, -1.52], [2.31, 1.39, 1.20], [-3.76, -4.29, 2.90], [-2.78, -2.94, -1.73], [2.17, 0.75, -0.47], [1.83, 2.27, -2.31], [-2.81, -1.51, 3.30], [3.92, 1.25, -2.05], [4.15, 2.66, 1.87], [0.71, 0.45, 1.87], [-0.37, -2.03, -0.71], [1.74, 4.85, 0.26]],
  "mulliken_charge": [0.121, -0.444, 0.294, -1.056, -0.662, -0.424, -0.636, -0.578, -0.443, 0.082, 0.082, -0.231, -0.656, 0.232, 0.090, 0.846, -0.357, 0.151, 0.199, 0.139, 0.114, -0.328, -0.085, -0.476, 0.227, 0.464, -0.673, -0.066, -0.589, 1.088, 0.443, 1.078, 0.659, -0.461, 0.199, -0.941, -0.857, -0.108, -0.232, -0.735, -0.696, -0.632, 0.747, -1.171, -0.877, -1.182, -0.589, 0.842, 0.381, 0.494, 0.531, 0.339, 0.285, 0.475, 0.460, 0.420, 0.356, 0.342, 0.243, 0.404, 0.331, 0.357, 0.260, 0.195, 0.375, 0.320, 0.467, 0.301, -1.616, 0.186, 0.595, 0.201, 0.330, 0.234, 0.528, 0.295],
  "lumo_ev": [-0.91, -0.86],
  "homo_lumo_gap_ev": [6.8164, 6.9212],
  "spin_multiplicity": 4
}


# 2
{
  "formula": "C29H29As2BiF6N5O4S2",
  "method": "wB97M-V/def2-TZVPD",
  "symbols": ["Bi", "As", "As", "S", "S", "F", "F", "F", "F", "F", "F", "O", "O", "O", "O", "N", "N", "N", "N", "N", "C", "C", "C", "C", "C", "C", "C", "C", "C", "C", "C", "C", "C", "C", "C", "C", "C", "C", "C", "C", "C", "C", "C", "C", "C", "C", "C", "C", "C", "H", "H", "H", "H", "H", "H", "H", "H", "H", "H", "H", "H", "H", "H", "H", "H", "H", "H", "H", "H", "H", "H", "H", "H", "H", "H", "H", "H", "H"],
  "xyz": [[-0.97, -0.51, -0.25], [1.26, 1.10, -2.59], [1.56, 0.17, 0.52], [-2.30, 2.60, -1.01], [-3.04, 0.64, -2.82], [-0.71, 4.24, -2.33], [-5.02, 2.29, -3.26], [-5.37, 0.26, -3.91], [-4.06, 1.55, -5.04], [-1.20, 4.84, -0.31], [-2.67, 5.03, -1.89], [-3.61, -0.02, -1.66], [-1.24, 2.04, -0.16], [-3.58, 2.78, -0.39], [-2.23, -0.15, -3.70], [-1.56, -0.26, 1.91], [0.27, -2.25, -1.56], [0.42, -3.40, 0.51], [-0.28, -2.46, 0.98], [-2.26, 1.96, -2.44], [2.37, 2.68, -2.91], [1.15, -4.47, -1.50], [3.90, -1.27, -0.34], [-1.83, -1.33, 4.08], [-2.21, 1.94, 2.76], [4.68, -1.45, -2.60], [1.30, -4.44, -2.88], [-2.57, 0.70, 2.24], [-1.49, -2.35, 4.91], [-1.68, 4.29, -1.43], [2.74, -0.10, -2.12], [1.82, 2.05, 0.88], [-0.68, -3.44, 4.48], [-1.36, -1.30, 2.73], [-0.60, -2.43, 2.30], [-3.19, 2.87, 3.07], [0.61, -3.35, -0.88], [-4.47, 1.23, -3.83], [-4.89, 1.34, 2.32], [2.12, -0.61, 2.19], [4.81, -1.77, -1.26], [3.65, -0.62, -3.03], [-4.53, 2.57, 2.85], [0.39, -2.24, -2.89], [-0.25, -3.48, 3.19], [2.88, -0.43, -0.77], [-3.91, 0.40, 2.02], [0.90, -3.32, -3.59], [0.86, 0.68, -4.45], [2.19, -1.70, 2.13], [5.38, -1.85, -3.32], [4.02, -1.53, 0.70], [1.71, -5.30, -3.40], [0.04, -1.35, -3.39], [-5.93, 1.11, 2.14], [1.39, -0.34, 2.95], [-5.29, 3.30, 3.08], [-0.43, -4.23, 5.17], [1.13, 2.65, 0.29], [3.06, 2.47, -3.72], [1.63, 2.21, 1.94], [5.61, -2.42, -0.93], [0.99, -3.27, -4.66], [-1.84, -2.34, 5.93], [-2.44, -0.51, 4.43], [1.74, 0.37, -5.00], [3.57, -0.38, -4.08], [-1.16, 2.16, 2.91], [1.74, 3.53, -3.18], [-4.18, -0.56, 1.60], [0.48, 1.60, -4.89], [0.34, -4.30, 2.82], [3.09, -0.18, 2.45], [1.41, -5.33, -0.91], [2.93, 2.93, -2.01], [-2.91, 3.83, 3.47], [0.08, -0.07, -4.52], [2.85, 2.30, 0.64]],
  "mulliken_charge": [1.390, 1.538, 1.499, 0.699, 0.911, -0.181, -0.201, -0.193, -0.197, -0.209, -0.192, -0.622, -0.185, -0.619, -0.634, 0.630, 0.396, -1.196, 1.287, -0.286, -1.340, -0.687, -0.671, -1.047, -0.046, -0.887, -0.485, -0.585, -0.619, 0.569, -0.124, -1.139, -0.815, 0.229, 0.467, -0.792, -0.063, 0.423, -0.949, -1.676, -0.815, -0.891, -0.535, -0.373, -0.596, 0.156, 0.512, -1.038, -1.352, 0.455, 0.445, 0.407, 0.459, 0.242, 0.413, 0.418, 0.420, 0.426, 0.113, 0.417, 0.531, 0.439, 0.526, 0.436, 0.530, 0.435, 0.343, 0.419, 0.430, 0.462, 0.437, 0.487, 0.547, 0.572, 0.378, 0.443, 0.458, 0.447],
  "charge": 1,
  "lumo_ev": [-4.55, -4.55],
  "homo_lumo_gap_ev": [6.1270, 6.1276]
}


# 3
{
  "formula": "C29H29AsN7O7Sr",
  "method": "wB97M-V/def2-TZVPD",
  "symbols": ["Sr", "As", "O", "O", "O", "O", "O", "O", "O", "N", "N", "N", "N", "N", "N", "N", "C", "C", "C", "C", "C", "C", "C", "C", "C", "C", "C", "C", "C", "C", "C", "C", "C", "C", "C", "C", "C", "C", "C", "C", "C", "C", "C", "C", "C", "H", "H", "H", "H", "H", "H", "H", "H", "H", "H", "H", "H", "H", "H", "H", "H", "H", "H", "H", "H", "H", "H", "H", "H", "H", "H", "H", "H", "H"],
  "xyz": [[-0.22, -0.28, 0.57], [0.75, 0.04, -2.26], [-5.65, 3.58, 2.47], [-0.06, 1.85, 1.32], [-0.34, -2.39, -0.65], [-5.50, 5.24, 3.82], [-2.09, 0.35, -0.48], [-0.74, -3.70, -2.80], [-1.37, 0.44, 2.43], [-2.12, 3.87, -3.46], [-5.28, 1.68, -1.36], [-5.01, 4.31, 3.20], [1.14, -2.06, 1.58], [-1.79, 1.29, -1.28], [1.50, -0.07, 3.49], [1.33, -3.10, 0.75], [-2.84, 4.91, 4.16], [-3.01, 2.97, 2.70], [-3.58, 4.05, 3.36], [2.26, -1.04, -2.98], [0.42, -4.34, -2.56], [0.89, -5.25, -3.51], [1.16, -4.12, -1.38], [0.18, -1.38, 5.00], [0.68, -3.12, -0.39], [2.81, -5.72, -2.14], [-4.15, 1.85, -1.53], [3.41, -1.15, -1.98], [-0.97, 1.59, 2.14], [2.35, -4.82, -1.20], [-0.55, -0.34, -3.71], [0.12, -0.33, 5.89], [-0.88, 3.63, 3.59], [-1.48, 4.69, 4.28], [0.86, -1.20, 3.79], [-2.75, 2.04, -1.77], [-2.39, 3.06, -2.69], [0.89, -2.28, 2.81], [2.07, -5.93, -3.30], [-1.64, 2.76, 2.83], [0.78, 0.85, 5.58], [1.46, 0.92, 4.38], [0.02, -0.41, -5.12], [1.33, 1.83, -2.88], [1.94, 2.63, -1.73], [-3.33, 5.72, 4.67], [1.87, -2.04, -3.20], [-1.06, -1.27, -3.46], [0.44, 2.34, -3.26], [-1.29, 0.46, -3.64], [3.05, -1.55, -1.03], [-0.80, -0.48, -5.84], [2.04, 1.72, -3.70], [2.43, -6.63, -4.05], [3.86, -0.17, -1.78], [0.60, 0.49, -5.36], [2.02, 1.81, 4.11], [-0.87, -3.09, -2.03], [1.20, 2.75, -0.93], [2.81, 2.12, -1.31], [-3.63, 2.31, 2.11], [0.29, -5.41, -4.40], [2.25, 3.62, -2.06], [-0.30, -2.32, 5.21], [3.74, -6.25, -1.98], [-0.88, 5.34, 4.89], [0.70, -3.30, 3.16], [2.91, -4.64, -0.29], [4.19, -1.81, -2.35], [2.61, -0.60, -3.92], [0.19, 3.49, 3.65], [0.75, 1.70, 6.25], [-0.43, -0.43, 6.82], [0.66, -1.28, -5.24]],
  "mulliken_charge": [1.204, 1.010, -0.598, -0.741, -0.899, -0.647, -0.899, -0.744, -0.869, -0.602, -0.563, 1.031, 0.121, 0.678, -0.205, -1.174, -0.448, -0.146, -0.246, -0.623, 0.440, -0.580, 0.329, -0.851, 0.929, -0.779, 0.046, -1.259, 1.314, -0.496, -0.537, -0.350, -0.422, -0.759, 1.176, 0.457, 0.022, -0.709, -0.354, -0.159, -0.412, -0.390, -1.408, -0.804, -1.081, 0.497, 0.078, 0.426, 0.429, 0.473, 0.131, 0.440, 0.494, 0.385, 0.327, 0.272, 0.508, 0.186, 0.135, 0.214, 0.595, 0.431, 0.416, 0.376, 0.383, 0.387, 0.370, 0.458, 0.372, 0.628, 0.498, 0.407, 0.414, 0.273],
  "charge": -1,
  "lumo_ev": 1.63,
  "homo_lumo_gap_ev": 7.3951
}


Table of energy above the lowest of the compared OMol25 structures with the same formula, charge and spin (kcal/mol), in record order: 21.39 0.00 38.38